Here is C17H19NPtS4Sb as an isolated structure from the Open Molecules 2025 dataset. Energies are from the ωB97M-V functional and the def2-TZVPD basis.

- relative energy (zero: lowest compared OMol25 entry of this formula, charge and spin) (kJ/mol) = 0.0
- HOMO-LUMO gap (spin up / spin down) (eV) = 7.709 / 5.903
- E (Ha) = -2666.01127
- net charge = +1
- multiplicity = 5
- expectation value of S² = 6.03
- HOMO level (spin up / spin down) (eV) = -10.991 / -11.265

The geometry in XYZ format:
```
43
C17H19NPtS4Sb (the ωB97M-V functional and the def2-TZVPD basis)
Pt -1.51990 -1.12544 -0.38724
C 0.38920 2.95906 1.71346
C 0.42820 1.49306 1.25706
C 0.87800 0.58386 2.39906
C -0.92720 1.13536 0.69376
C -1.33740 1.74146 -0.50984
C -2.63780 1.62566 -0.97664
C -3.59090 0.86396 -0.28744
C -5.00620 0.81076 -0.74864
C -3.17870 0.17736 0.86976
C -1.86390 0.32216 1.37336
H 1.35680 3.23856 2.11956
H -0.36270 3.10546 2.48466
H 0.16230 3.62146 0.88176
H 1.15930 1.42376 0.44056
H 0.27390 0.73996 3.28936
H 1.90810 0.80966 2.66496
H 0.81090 -0.46474 2.10636
H -0.63620 2.36896 -1.03994
H -2.93660 2.16886 -1.85974
H -5.14050 -0.03044 -1.42984
H -5.27080 1.71826 -1.28444
H -5.68670 0.67086 0.08646
H -3.91900 -0.35014 1.46156
H -1.63950 -0.06964 2.35986
S -1.42870 -4.70934 0.33046
Sb -3.65500 -4.12934 -1.14324
S -2.82560 -2.07484 -2.15514
S -0.68630 -3.07504 1.06336
S -4.69870 -2.83824 0.47246
N 0.36040 -0.98984 -1.40544
C 1.51500 -0.97244 -1.34844
C 2.91130 -0.96164 -1.30394
C 3.65940 -1.35074 -2.42184
C 5.03740 -1.37124 -2.34194
C 5.67580 -0.99994 -1.16774
C 4.93450 -0.59744 -0.06654
C 3.55670 -0.57374 -0.12244
H 3.15340 -1.62634 -3.33314
H 5.61840 -1.68334 -3.19454
H 6.75260 -1.01104 -1.11424
H 5.43340 -0.30914 0.84436
H 2.97350 -0.26444 0.73026
```